a:
Density functional theory data (ωB97M-V/def2-TZVPD) for an isolated molecule of CH3N5O2.

```
11
Properties=species:S:1:pos:R:3
N 2.224 0.398 -0.853
H -0.471 0.654 -0.961
N -0.067 -1.089 0.863
N -0.051 0.220 0.981
C -0.092 1.152 -0.028
N -0.751 -1.612 -0.185
H -0.434 2.141 0.247
O -1.278 -0.845 -1.045
N 1.527 1.267 -0.701
H 0.245 0.528 1.843
O -0.850 -2.814 -0.161
```

Computed properties:
- total charge = 0
- Kohn-Sham gap (alpha / beta) (eV) = 7.50 / 7.49
- E_HOMO (alpha / beta) (eV) = -8.835 / -8.831
- LUMO (alpha / beta) (eV) = -1.339 / -1.343


b:
Density functional theory data (ωB97M-V/def2-TZVPD) for an isolated molecule of CH3N5O2.

```
11
Properties=species:S:1:pos:R:3
H 0.351 2.298 0.514
O -2.137 -0.049 -0.594
N 0.482 1.190 0.687
C -0.157 -0.808 0.002
H 1.525 0.907 1.202
N 0.892 -1.517 0.371
N 1.818 -1.002 -0.267
H -3.140 -0.437 -0.502
N 0.121 0.415 -0.620
O 1.609 0.058 -1.030
N -1.364 -1.053 0.237
```

Computed properties:
- total charge = 0
- Kohn-Sham gap (eV) = 9.73
- E_HOMO (eV) = -10.129
- LUMO (eV) = -0.402
- structure (SMILES) = Nn1onn/c1=N/O


a wins, 216.8 kJ/mol ahead of the next structure.


a:
Density functional theory data (ωB97M-V/def2-TZVPD) for a 2-piece molecular cluster, C2H6O2 overall.

```
10
Properties=species:S:1:pos:R:3
C 1.452 0.641 -0.495
C -0.995 -0.610 -0.028
O -0.508 0.186 1.145
H -0.579 -0.278 -1.017
H -0.657 -1.706 0.163
O 1.843 -0.461 -0.136
H 1.466 1.489 0.222
H 1.366 0.757 -1.625
H -2.089 -0.485 0.152
H -1.297 0.469 1.619
```

Computed properties:
- total charge = 0
- Kohn-Sham gap (eV) = 10.64
- E_HOMO (eV) = -9.770
- LUMO (eV) = 0.874
- structure (SMILES) = C=O.CO


b:
Density functional theory data (ωB97M-V/def2-TZVPD) for a 2-piece molecular cluster, C2H6O2 overall.

```
10
Properties=species:S:1:pos:R:3
H 2.424 0.723 4.522
H -1.404 -0.907 -0.413
H 1.378 1.780 4.274
C -0.484 -1.342 -2.316
C -1.123 -0.561 -1.417
O -1.654 0.717 -1.500
H -1.065 -1.491 -3.227
H -0.879 1.269 -1.651
O 2.290 1.560 4.062
H 0.516 -1.747 -2.334
```

Computed properties:
- total charge = 0
- Kohn-Sham gap (eV) = 8.83
- E_HOMO (eV) = -8.342
- LUMO (eV) = 0.487
- structure (SMILES) = C=CO.O


c:
Density functional theory data (ωB97M-V/def2-TZVPD) for a 2-piece molecular cluster, C2H6O2 overall.

```
10
Properties=species:S:1:pos:R:3
H -1.841 -0.888 0.671
C 0.282 -0.602 0.449
H 1.061 -1.191 -0.022
C -1.098 -0.473 -0.032
H 0.330 1.160 -0.681
H -1.254 -0.936 -1.021
O 1.310 0.853 -0.720
H 1.755 1.426 -0.080
H 0.467 -0.254 1.458
O -1.013 0.905 -0.022
```

Computed properties:
- total charge = 0
- Kohn-Sham gap (alpha / beta) (eV) = 8.63 / 8.63
- E_HOMO (alpha / beta) (eV) = -9.063 / -9.061
- LUMO (alpha / beta) (eV) = -0.433 / -0.433


d:
Density functional theory data (ωB97M-V/def2-TZVPD) for a 2-piece molecular cluster, C2H6O2 overall.

```
10
Properties=species:S:1:pos:R:3
O 1.240 0.789 2.020
H 0.105 -1.806 -1.986
C -0.505 0.053 -1.250
H -0.846 -1.883 -0.402
H -0.825 0.576 -2.142
H 0.897 1.563 1.565
C -0.401 -1.287 -1.190
H -0.363 0.250 0.575
O -0.468 0.870 -0.165
H 1.166 0.875 2.975
```

Computed properties:
- total charge = 0
- Kohn-Sham gap (eV) = 9.36
- E_HOMO (eV) = -8.513
- LUMO (eV) = 0.844
- structure (SMILES) = C=CO.O


d wins, 54.1 kJ/mol ahead of the next structure.


a:
Density functional theory data (ωB97M-V/def2-TZVPD) for an isolated molecule of C2H6O2.

```
10
Properties=species:S:1:pos:R:3
H -0.665 2.089 0.922
H 0.401 1.247 -0.650
H 0.710 -1.609 0.758
C -0.196 -1.112 0.041
C 0.091 1.264 0.438
O 0.586 -0.803 -1.124
H 0.922 1.052 0.901
O -0.735 0.093 0.617
H -1.133 -1.715 -0.108
H 0.020 -0.505 -1.795
```

Computed properties:
- total charge = 0
- Kohn-Sham gap (eV) = 10.81
- E_HOMO (eV) = -9.916
- LUMO (eV) = 0.892
- structure (SMILES) = COCO


b:
Density functional theory data (ωB97M-V/def2-TZVPD) for a 2-piece molecular cluster, C2H6O2 overall.

```
10
Properties=species:S:1:pos:R:3
H -0.570 1.804 -2.567
H 1.100 0.029 1.038
O -0.854 -0.534 1.510
H 0.890 -1.424 2.062
H -0.920 0.423 1.525
H 0.523 -1.414 0.262
C -0.328 0.959 -1.911
C 0.516 -0.875 1.201
H -1.143 0.285 -1.604
O 0.788 0.748 -1.517
```

Computed properties:
- total charge = 0
- Kohn-Sham gap (eV) = 10.90
- E_HOMO (eV) = -10.219
- LUMO (eV) = 0.681
- structure (SMILES) = C=O.CO


b wins, 72.0 kJ/mol ahead of the next structure.